61
Properties=species:S:1:pos:R:3 method="wB97M-V/def2-TZVPD" relative_energy_ev=0.528 max_force_ev_per_a=0.44 multiplicity=1 homo_lumo_gap_ev=6.2 e_tot_ev=-208978.6714 total_charge=-1 lumo_energy_ev=2.13 homo_ev=-4.1
Sr -3.0272 -0.0382 1.7187
O -1.1094 6.6363 2.8935
C -1.3095 5.4819 2.6164
S -0.7806 4.1168 3.5957
C -1.3885 2.8172 2.5699
C -2.0165 3.1967 1.4370
S -2.7209 2.2573 0.1304
S -2.1363 4.9351 1.1612
S -1.0056 1.2245 3.2055
Cl -6.0828 0.5497 3.6181
C -6.1705 -1.1226 3.0956
C -5.1132 -1.5950 2.3433
C -5.2214 -2.9134 1.9573
Cl -3.8986 -3.5732 0.9968
C -6.2893 -3.7446 2.2719
Cl -6.3499 -5.3854 1.7492
C -7.3278 -3.2130 3.0324
Cl -8.6776 -4.1982 3.4519
C -7.2763 -1.8851 3.4549
Cl -8.5620 -1.2317 4.3968
C 2.5405 1.1496 1.3448
C 2.0392 1.4170 -0.0823
C 0.8109 2.3182 0.0595
C 3.1237 2.2028 -0.8330
Si 1.6282 -0.2302 -0.9822
Br -0.3248 -1.0515 -0.1208
C 1.2222 -0.0098 -2.8567
C 0.3884 1.2627 -3.0716
C 2.5051 0.1229 -3.6855
C 0.3952 -1.1691 -3.4321
C 2.8921 -1.6498 -0.6190
C 2.7591 -2.1889 0.8123
C 4.3307 -1.1531 -0.8073
C 2.6832 -2.8503 -1.5508
H 2.6734 2.1090 1.8478
H 3.5004 0.6316 1.3688
H 1.8069 0.5967 1.9279
H 1.1014 3.2131 0.6150
H 0.0293 1.8309 0.6290
H 0.3864 2.6422 -0.8875
H 3.3786 3.0880 -0.2480
H 2.7747 2.5522 -1.8047
H 4.0413 1.6343 -0.9834
H 0.9533 2.1695 -2.8592
H -0.5122 1.2729 -2.4584
H 0.0812 1.3081 -4.1181
H 3.1493 0.9264 -3.3290
H 2.2372 0.3527 -4.7188
H 3.0857 -0.7980 -3.6989
H -0.5707 -1.2455 -2.9400
H 0.8915 -2.1346 -3.3590
H 0.2126 -0.9720 -4.4900
H 2.9026 -1.4245 1.5728
H 3.5162 -2.9605 0.9662
H 1.7840 -2.6428 0.9728
H 4.5980 -0.3939 -0.0752
H 4.5050 -0.7426 -1.8015
H 5.0175 -1.9920 -0.6734
H 1.6668 -3.2347 -1.4864
H 3.3588 -3.6529 -1.2484
H 2.9013 -2.6190 -2.5921

---

65
Properties=species:S:1:pos:R:3 method="wB97M-V/def2-TZVPD" max_force_ev_per_a=8.99 multiplicity=2 homo_lumo_gap_ev="4.7 / 2.6" e_tot_ev=-66880.9572 total_charge=+1 lumo_energy_ev="-5.40 / -7.45" homo_ev="-10.1 / -10.1"
Cd 2.4362 -2.6319 0.8719
F 1.4116 -1.7094 -0.6098
N 5.0383 -0.4485 -0.1635
O 4.2131 -1.2262 0.1828
O 5.7847 -0.8043 -1.0313
O 5.1601 0.6299 0.3869
C -1.7538 -0.8261 -2.5726
C -2.7393 -0.0780 -3.2330
C -3.9557 -0.7421 -3.6091
C -4.1553 -2.1234 -3.4574
C -3.1609 -2.8182 -2.7677
C -1.9857 -2.1977 -2.3598
O -1.0708 -2.8229 -1.5413
O -4.9046 -0.0737 -4.3645
H -0.8887 -0.2736 -2.2370
H -2.4869 0.9649 -3.3562
H -5.0000 -2.7192 -3.7702
H -3.2802 -3.8745 -2.5771
H -0.2034 -2.4535 -1.3607
H -5.7867 -0.4510 -4.3292
C -2.1575 0.3577 1.5214
C -1.6390 -0.8176 1.0504
C -2.0165 -1.9696 1.7262
C -2.7472 -1.9787 2.9308
C -3.2868 -0.7197 3.3595
C -2.9481 0.4104 2.6303
O -3.3940 1.5835 3.1704
O -1.5959 -3.1073 1.2246
H -2.0004 1.2132 0.8812
H -1.0463 -0.9035 0.1517
H -2.8849 -2.9107 3.4588
H -3.7479 -0.5749 4.3254
H -3.1214 2.3963 2.7385
H -1.7182 -3.1209 0.2725
C 3.1149 2.4950 -2.1609
C 2.7023 1.1956 -2.2535
C 2.0333 0.7008 -3.3428
C 1.7935 1.6555 -4.3701
C 2.0860 3.0441 -4.2017
C 2.6858 3.3831 -3.0578
O 2.8171 4.7460 -2.7926
O 1.5893 -0.6021 -3.4046
H 3.6040 2.8364 -1.2605
H 3.0217 0.5874 -1.4201
H 1.2619 1.3206 -5.2486
H 1.8103 3.8409 -4.8766
H 3.4871 4.9196 -2.1273
H 1.4716 -0.9078 -2.5023
C 1.1671 1.5789 0.7981
O 0.6524 1.1924 2.0442
P 1.1927 -0.0392 2.9170
O 1.5460 -1.2712 2.2041
O 2.3188 0.5353 3.8709
C 2.1218 1.6148 4.6969
O -0.0088 -0.2207 3.9140
C -0.2085 -1.4237 4.6533
H 0.3699 1.9003 0.1278
H 1.5901 0.6755 0.3587
H 1.9392 2.3452 0.7286
H 1.2454 2.1788 4.3774
H 2.9301 2.3460 4.6997
H 2.0206 1.3581 5.7514
H -1.1222 -1.2569 5.2238
H 0.7083 -1.6786 5.1851
H -0.3095 -2.2290 3.9258

---

56
Properties=species:S:1:pos:R:3 method="wB97M-V/def2-TZVPD" relative_energy_ev=2.123 max_force_ev_per_a=1.18 multiplicity=1 homo_lumo_gap_ev=9.8 e_tot_ev=-47953.7305 smiles="COc1c(C)cc(C(=O)NCCCOCCNC(=O)C#C[C@H]2CCOC2)cc1Cl" lumo_energy_ev=0.56 homo_ev=-9.2
C -6.2469 3.2198 0.2659
O -5.9641 1.8215 0.2661
C -4.6664 1.5248 0.5765
C -3.7403 1.3276 -0.4501
C -4.1593 1.4582 -1.8874
C -2.4371 0.9947 -0.1132
C -2.0528 0.8285 1.2114
C -0.6340 0.4289 1.4765
O 0.2798 0.7871 0.7496
N -0.4306 -0.3721 2.5541
C 0.8759 -0.9660 2.7908
C 1.1636 -2.1125 1.8272
C 2.5273 -2.7351 2.0345
O 3.5130 -1.7339 1.8731
C 4.7855 -2.2447 1.5426
C 5.7154 -1.0727 1.3010
N 5.1883 -0.1264 0.3152
C 4.9675 -0.6073 -0.9723
O 5.8409 -1.0714 -1.6689
C 3.6254 -0.3276 -1.4757
C 2.5075 -0.0591 -1.8236
C 1.1530 0.2722 -2.2373
C 1.0068 0.6775 -3.7103
C -0.4763 0.4067 -3.9809
O -0.9398 -0.4641 -2.9403
C 0.1704 -0.8970 -2.1697
C -2.9781 1.0146 2.2287
C -4.2768 1.3663 1.9032
Cl -5.4379 1.6017 3.1693
H -7.2952 3.3236 -0.0012
H -6.0776 3.6520 1.2540
H -5.6283 3.7403 -0.4695
H -3.4096 1.0060 -2.5352
H -5.1181 0.9706 -2.0584
H -4.2728 2.5062 -2.1730
H -1.7084 0.8384 -0.8988
H -1.2366 -0.7984 2.9784
H 1.6270 -0.1882 2.6702
H 0.9100 -1.3094 3.8264
H 0.4013 -2.8895 1.9371
H 1.1086 -1.7280 0.8069
H 2.6145 -3.1840 3.0341
H 2.6815 -3.5334 1.2989
H 5.1824 -2.8731 2.3506
H 4.7141 -2.8621 0.6368
H 5.8794 -0.5240 2.2282
H 6.6810 -1.4426 0.9570
H 4.3300 0.2778 0.6722
H 0.7770 1.0593 -1.5796
H 1.2863 1.7138 -3.8900
H 1.6417 0.0406 -4.3268
H -1.0755 1.3191 -3.9406
H -0.6359 -0.0674 -4.9516
H 0.6188 -1.8029 -2.5955
H -0.1737 -1.1044 -1.1575
H -2.7019 0.9197 3.2707

---

55
Properties=species:S:1:pos:R:3 method="wB97M-V/def2-TZVPD" relative_energy_ev=0.935 max_force_ev_per_a=0.97 multiplicity=1 homo_lumo_gap_ev=8.6 e_tot_ev=-43775.8501 smiles="CCCCN(CC)CCNC(=O)c1cc2c(-c3ccccc3F)nn(C)c2s1" lumo_energy_ev=0.46 homo_ev=-8.1
C -5.3719 -2.7710 -1.9826
C -6.3042 -1.6821 -1.4629
C -5.5665 -0.4169 -1.0266
C -4.7166 -0.6155 0.2330
N -4.0988 0.6384 0.6292
C -2.6586 0.6166 0.7165
H -2.3281 1.5052 1.2586
C -2.0347 0.6658 -0.6886
N -0.5928 0.6740 -0.6363
C 0.1202 1.8265 -0.6908
O -0.3802 2.9166 -0.9031
C 1.5712 1.6816 -0.5075
C 2.3679 0.5838 -0.3698
C 3.7296 0.9358 -0.2154
C 3.8962 2.3302 -0.2604
N 5.2057 2.6022 -0.1370
N 5.9017 1.4682 -0.0195
C 5.0538 0.4440 -0.0579
C 5.5675 -0.9126 0.0327
C 4.8015 -2.0109 0.4176
C 5.3237 -3.2880 0.4905
C 6.6548 -3.4961 0.1785
C 7.4481 -2.4219 -0.1939
C 6.9117 -1.1527 -0.2649
H 7.5178 -0.3085 -0.5518
H 8.4893 -2.5781 -0.4320
H 7.0692 -4.4911 0.2311
H 4.6823 -4.1001 0.7961
F 3.5011 -1.8511 0.7584
C 5.8516 3.8808 -0.1164
H 6.9202 3.7103 -0.0078
H 5.4865 4.4779 0.7213
H 5.6552 4.4196 -1.0452
S 2.4399 3.2115 -0.4740
H 2.0081 -0.4276 -0.3827
H -0.1362 -0.1682 -0.3266
H -2.3624 -0.1916 -1.2813
H -2.3485 1.5864 -1.1830
H -2.2744 -0.2724 1.2501
C -4.7717 1.3411 1.6997
C -4.5718 0.7573 3.1045
H -5.1483 1.3291 3.8268
H -4.9014 -0.2787 3.1449
H -3.5236 0.7962 3.3910
H -4.4177 2.3762 1.6886
H -5.8379 1.3528 1.4604
H -3.9396 -1.3587 0.0392
H -5.3563 -1.0124 1.0319
H -4.9238 -0.0656 -1.8351
H -6.2944 0.3705 -0.8237
H -6.8830 -2.0714 -0.6218
H -7.0098 -1.4183 -2.2540
H -4.7151 -3.1337 -1.1961
H -5.9479 -3.6149 -2.3557
H -4.7589 -2.3888 -2.7961

---

53
Properties=species:S:1:pos:R:3 method="wB97M-V/def2-TZVPD" relative_energy_ev=20.624 max_force_ev_per_a=15.49 multiplicity=1 homo_lumo_gap_ev=7.6 e_tot_ev=-30761.9361 lumo_energy_ev=0.57 homo_ev=-7.1
C -6.5549 -0.7405 2.5122
C -6.2633 -1.3524 1.0353
O -5.0455 -0.8538 0.4044
C -5.0200 0.3041 -0.0791
C -6.0762 1.0788 -0.3349
C -5.9031 2.4287 -0.6547
C -4.6616 2.7369 -0.9334
C -3.5560 1.9747 -1.1017
C -3.8265 0.7166 -0.5553
N -2.7449 -0.3311 -0.3181
C -1.5124 -0.0180 -0.5714
O -0.9983 0.8551 -1.1397
C -0.7253 -1.7265 -0.3838
N 0.7118 -1.4754 -0.3461
C 1.1851 -1.3803 -1.8589
C 2.6181 -1.7075 -1.6217
N 3.4156 -0.9499 -0.7825
C 2.8251 -1.0279 0.5878
C 1.4753 -0.5533 0.4652
H 0.9493 -0.7714 1.6550
H 1.1756 0.3873 0.1580
H 3.2726 -0.2038 1.3389
H 3.0118 -1.8990 0.9084
C 4.7578 -0.8996 -0.7116
C 5.5186 0.3245 -0.3812
C 6.6988 -0.0853 0.6625
C 7.2697 0.7364 1.3364
C 6.8464 2.3846 1.1728
C 5.6346 2.4553 0.5112
C 5.1107 1.4255 -0.1996
H 4.2294 1.7712 -0.9451
H 5.3267 3.4809 0.1679
H 7.3400 3.0653 1.7481
H 8.0892 0.5769 1.9444
H 6.9351 -1.1903 0.7881
H 5.1818 -1.7295 -0.4514
H 5.1485 -0.8981 -2.1107
H 3.0794 -1.4994 -2.4895
H 2.8214 -2.6915 -1.4547
H 0.5568 -1.9187 -2.3107
H 1.1220 -0.4094 -1.9148
H -1.1440 -1.7608 0.9933
H -1.2459 -2.3497 -0.9190
H -3.1951 -1.2921 0.0948
H -2.6400 2.2745 -1.3555
H -4.2195 3.7808 -1.5161
H -6.5784 3.1111 -0.7568
H -6.9762 0.8613 0.1538
H -6.3065 -2.3391 1.0088
H -7.4004 -1.0421 0.4403
H -6.6232 0.3931 2.3275
H -7.5042 -1.0683 2.8129
H -5.5859 -0.9586 2.9701

---

57
Properties=species:S:1:pos:R:3 method="wB97M-V/def2-TZVPD" relative_energy_ev=2.939 max_force_ev_per_a=1.02 multiplicity=1 homo_lumo_gap_ev=8.1 e_tot_ev=-56545.2655 smiles="COc1ccc(N2CCN(C(=O)C3CCN(S(=O)(=O)c4cccs4)CC3)CC2)cc1" lumo_energy_ev=0.67 homo_ev=-7.5
C -1.3623 -5.0608 -0.8934
H -0.7078 -4.5493 -1.6071
O -1.5997 -4.2737 0.2462
C -2.1998 -3.0570 0.0775
C -2.6316 -2.5351 -1.1344
C -3.2140 -1.2815 -1.1853
C -3.3681 -0.4928 -0.0452
C -2.9629 -1.0459 1.1725
C -2.3921 -2.2984 1.2299
H -2.0688 -2.7068 2.1740
H -3.0684 -0.5013 2.0950
N -3.9769 0.7657 -0.1474
C -4.2181 1.5399 1.0499
H -4.6574 0.9008 1.8148
C -2.9186 2.2194 1.5608
N -1.9322 2.1613 0.4986
C -0.8547 1.3471 0.6622
O -0.5521 0.9425 1.7697
C -0.0388 1.0171 -0.5831
H -0.7161 0.9354 -1.4376
C 0.9974 2.1206 -0.8500
C 2.0927 2.0930 0.2145
N 2.7470 0.8042 0.2555
S 3.8384 0.5081 -0.9732
O 4.2328 1.7547 -1.5612
O 3.4092 -0.5544 -1.8386
C 5.2102 -0.0868 -0.0219
C 6.2952 0.6246 0.3866
C 7.1794 -0.1467 1.1711
C 6.7395 -1.4217 1.3421
S 5.2418 -1.7067 0.5451
H 7.2083 -2.2150 1.8894
H 8.0966 0.2319 1.5842
H 6.4423 1.6536 0.1166
C 1.8345 -0.2829 0.5480
C 0.6680 -0.3382 -0.4376
H -0.0483 -1.0899 -0.1019
H 1.0586 -0.6312 -1.4140
H 2.4025 -1.2134 0.5006
H 1.4578 -0.1370 1.5627
H 2.8585 2.8353 -0.0110
H 1.6739 2.2840 1.2064
H 0.5246 3.1051 -0.8612
H 1.4668 1.9454 -1.8213
C -2.4866 2.6339 -0.7477
H -2.9313 3.6141 -0.5452
C -3.5787 1.6386 -1.2327
H -3.1987 1.0450 -2.0607
H -4.4581 2.1909 -1.5825
H -1.7138 2.7706 -1.5004
H -3.1050 3.2633 1.8322
H -2.4958 1.7015 2.4218
H -4.9583 2.3022 0.7856
H -3.5681 -0.9290 -2.1424
H -2.5301 -3.0934 -2.0517
H -2.2965 -5.3406 -1.3924
H -0.8661 -5.9604 -0.5326